7
Properties=species:S:1:pos:R:3 method="wB97M-V/def2-TZVPD" de_lowest_kj_mol=308.0 homo_lumo_gap_ev=8.3 max_force_ev_per_a=6.70 smiles="O=[N+]([O-])S(=O)(=O)[S-]" total_charge=-1 e_tot_ha=-1152.0274
O -1.267 0.008 1.359
N -1.123 -0.255 0.180
O -1.737 -0.890 -0.603
S 0.705 0.228 -0.327
O 0.768 -0.346 -1.651
O 0.860 1.875 -0.066
S 1.795 -0.619 1.108

---

7
Properties=species:S:1:pos:R:3 method="wB97M-V/def2-TZVPD" de_lowest_kj_mol=117.9 homo_lumo_gap_ev="7.0 / 7.8" s_squared=2.022 max_force_ev_per_a=3.34 spin_multiplicity=3 total_charge=-1 e_tot_ha=-829.0101
N 1.889 -0.025 -0.731
O -1.324 1.504 0.672
O 1.115 0.680 0.044
O -1.637 -0.790 1.237
O -0.944 -0.285 -1.078
O 1.828 -1.258 -0.447
S -0.928 0.173 0.303

---

8
Properties=species:S:1:pos:R:3 method="wB97M-V/def2-TZVPD" de_lowest_kj_mol=0.0 homo_lumo_gap_ev=7.3 max_force_ev_per_a=2.56 smiles="O=[N+]([O-])OP(=O)([O-])[O-]" total_charge=-2 e_tot_ha=-847.5478
O -1.644 -0.254 -1.185
N -1.534 0.036 -0.007
O -2.515 0.263 0.668
O -0.392 0.080 0.576
P 1.658 -0.036 0.027
O 1.958 1.447 0.099
O 1.981 -0.979 1.125
O 1.409 -0.579 -1.358